Entry 1:
Here is a structure of composition C23H35AlF15NO9P at a distorted geometry from OMol25. Energies are from ωB97M-V with the def2-TZVPD basis set.

XYZ file:
```
85
Properties=species:S:1:pos:R:3:lowdin_charge:R:1
C 0.22 -1.06 0.01 -0.402
P -1.55 -1.25 -0.58 0.695
C -2.48 0.27 -0.02 -0.378
Al -1.38 -0.99 -2.95 0.183
C -2.80 0.30 -3.66 -0.268
C -2.63 0.35 -5.13 -0.389
N -2.83 1.39 -5.85 0.054
C 0.47 -0.29 -3.44 -0.211
C 0.77 1.12 -3.02 -0.348
O 2.17 1.19 -2.64 -0.049
C 0.50 2.18 -4.11 -0.521
F 1.49 3.14 -4.10 0.084
F 0.46 1.70 -5.37 0.124
F -0.66 2.85 -3.86 0.110
H 0.32 -1.00 1.09 0.001
H 0.75 -1.93 -0.35 0.010
H 0.70 -0.20 -0.47 -0.009
H -3.35 0.34 -0.67 -0.006
H -1.89 1.16 -0.22 0.012
H -2.77 0.22 1.03 -0.005
H -1.62 -2.45 -3.60 -0.089
H -2.68 1.32 -3.28 0.042
H -3.81 -0.04 -3.42 0.040
H -2.32 -0.60 -5.58 0.082
H -2.62 1.15 -6.82 0.021
H 1.18 -0.92 -2.90 0.050
H 0.63 -0.46 -4.51 0.051
H 0.20 1.39 -2.13 0.127
H 2.29 2.00 -2.14 0.073
C -8.98 -2.84 2.01 -0.056
C -7.49 -2.92 2.29 -0.205
O -6.73 -3.02 1.07 0.037
C -6.48 -1.87 0.46 -0.392
O -6.84 -0.78 0.81 0.173
C -5.57 -2.12 -0.76 -0.560
F -6.00 -3.17 -1.47 0.160
F -4.34 -2.37 -0.34 0.125
F -5.56 -1.07 -1.56 0.171
H -9.30 -3.69 1.41 0.081
H -9.54 -2.85 2.95 0.080
H -9.23 -1.93 1.47 0.078
H -7.26 -3.82 2.85 0.124
H -7.14 -2.06 2.86 0.092
C 5.86 4.05 -3.06 -0.052
C 5.39 5.09 -2.06 -0.189
O 4.95 4.46 -0.83 0.038
C 5.90 4.13 0.03 -0.407
O 7.07 4.28 -0.09 0.171
C 5.25 3.53 1.29 -0.544
F 4.26 2.68 0.99 0.147
F 4.72 4.50 2.05 0.171
F 6.14 2.88 2.03 0.165
H 5.07 3.31 -3.23 0.084
H 6.10 4.53 -4.01 0.084
H 6.74 3.52 -2.70 0.078
H 4.53 5.62 -2.43 0.127
H 6.17 5.82 -1.85 0.124
C 5.79 0.07 0.93 -0.055
C 5.78 -0.83 -0.29 -0.171
O 6.89 -1.77 -0.25 0.036
C 6.71 -2.86 0.47 -0.411
O 5.74 -3.16 1.10 0.175
C 7.95 -3.75 0.35 -0.555
F 9.08 -3.05 0.46 0.163
F 7.96 -4.37 -0.84 0.167
F 7.96 -4.68 1.30 0.171
H 6.76 0.57 1.03 0.084
H 5.02 0.82 0.86 0.056
H 5.63 -0.51 1.84 0.087
H 5.92 -0.25 -1.19 0.127
H 4.84 -1.36 -0.38 0.131
C -1.63 0.49 5.61 -0.060
C -1.94 -0.96 5.32 -0.191
O -3.31 -1.29 5.64 0.033
C -4.19 -0.98 4.70 -0.402
O -3.98 -0.46 3.65 0.184
C -5.60 -1.43 5.14 -0.543
F -5.85 -1.12 6.42 0.168
F -5.72 -2.76 5.02 0.167
F -6.52 -0.85 4.38 0.158
H -1.88 0.73 6.65 0.080
H -0.58 0.69 5.44 0.083
H -2.22 1.15 4.97 0.079
H -1.33 -1.62 5.94 0.124
H -1.73 -1.22 4.28 0.128
```

## Properties
Maximum force in eV Å⁻¹: 1.1
Charge: -1
E in hartree: -3711.223289

***

Entry 2:
Here is a cluster of 2 separate species, C3H8N2O4S in total at a distorted geometry from OMol25. Energies are from ωB97M-V with the def2-TZVPD basis set.

XYZ file:
```
18
Properties=species:S:1:pos:R:3:nbo_charge:R:1
C -1.43 -1.94 1.90 0.845
C 1.74 1.46 0.19 -0.651
C 1.13 0.07 0.07 0.238
N -2.25 -1.51 1.16 -0.784
N 1.57 -0.63 -1.09 -0.855
O -0.30 0.14 0.09 -0.756
O -0.78 -2.62 2.55 -0.518
O -1.38 0.35 -2.09 -0.907
O -2.31 1.50 -0.01 -0.930
S -1.14 1.28 -0.78 1.763
H 2.02 1.75 -0.72 0.216
H 1.14 2.27 0.79 0.221
H 2.68 1.36 0.80 0.226
H 1.34 -0.51 1.01 0.189
H -2.33 -0.55 0.72 0.435
H -2.20 -0.30 -1.94 0.509
H 1.69 -1.68 -0.91 0.382
H 0.81 -0.44 -1.73 0.377
```

## Properties
Maximum force in eV Å⁻¹: 4.8
E in hartree: -927.723434

***

Entry 3:
Here is the molecule C2H8N3O2P at a distorted geometry from OMol25. Energies are from ωB97M-V with the def2-TZVPD basis set.

XYZ file:
```
16
Properties=species:S:1:pos:R:3:nbo_charge:R:1
C 1.08 0.15 -0.61 0.083
C 2.42 0.07 -0.01 -0.656
N 0.31 0.85 0.08 -0.152
N -3.28 -0.21 -0.14 -1.145
N -0.95 -1.21 0.89 -1.166
O -1.50 -1.23 -1.72 -1.096
O -0.97 0.88 -0.39 -0.696
P -1.70 -0.53 -0.46 2.364
H 0.69 -0.53 -1.38 0.224
H 2.63 0.89 0.70 0.238
H 3.19 0.15 -0.78 0.220
H 2.48 -0.93 0.44 0.230
H -3.20 0.44 0.56 0.374
H -3.67 0.33 -0.90 0.399
H -1.30 -2.06 1.05 0.382
H -0.87 -0.61 1.67 0.398
```

## Properties
Maximum force in eV Å⁻¹: 5.0
E in hartree: -737.119898
SMILES string: C/C=N/OP(N)(N)=O

***

Entry 4:
Here is a cluster of 3 separate species, C4H15NO3 in total at a distorted geometry from OMol25. Energies are from ωB97M-V with the def2-TZVPD basis set.

XYZ file:
```
23
Properties=species:S:1:pos:R:3:nbo_charge:R:1
C -0.40 -0.26 0.03 -0.630
C 0.58 0.59 -0.78 -0.067
C 2.13 0.17 -0.78 -0.068
O 2.94 1.19 -1.32 -0.540
C 2.91 2.45 -0.69 -0.256
N 0.05 0.78 -2.10 -0.845
H -0.46 -1.31 -0.22 0.206
H -1.36 0.25 0.03 0.213
H 0.02 -0.30 1.04 0.203
H 0.42 1.54 -0.28 0.159
H 2.05 -0.73 -1.40 0.195
H 2.54 -0.12 0.18 0.174
H 2.95 2.45 0.40 0.172
H 2.04 3.05 -0.97 0.162
H 3.69 3.08 -1.14 0.198
H 0.77 1.06 -2.75 0.364
H -0.58 1.56 -2.14 0.357
O -5.20 -3.06 2.54 -0.948
H -4.50 -2.49 2.22 0.484
H -4.81 -3.93 2.57 0.463
O -2.27 -2.02 2.04 -0.949
H -2.00 -1.33 1.44 0.478
H -1.51 -2.60 2.09 0.474
```

## Properties
Maximum force in eV Å⁻¹: 2.6
E in hartree: -441.824209
SMILES string: COC[C@H](C)N.O.O

***

Entry 5:
Here is the molecule C12H8O8 at a distorted geometry from OMol25. Energies are from ωB97M-V with the def2-TZVPD basis set.

XYZ file:
```
28
Properties=species:S:1:pos:R:3:nbo_charge:R:1
O -0.07 -3.67 -0.74 -0.723
O -0.55 -1.84 -3.27 -0.660
O 0.37 -0.72 3.93 -0.678
O -0.15 3.45 -2.05 -0.695
O 0.09 -3.03 2.30 -0.714
O -0.04 1.15 -3.55 -0.653
O 0.33 1.84 2.96 -0.718
O 0.07 3.35 0.63 -0.707
C -0.30 -2.30 -0.76 0.207
C -0.37 -1.55 -1.97 0.237
C 0.30 -0.59 2.58 0.158
C -0.16 2.24 -1.48 0.136
C 0.10 -1.71 1.71 0.317
C -0.22 1.03 -2.23 0.308
C 0.15 0.73 2.07 0.288
C -0.07 2.17 -0.08 0.339
C -0.11 -1.45 0.35 -0.182
C -0.28 -0.13 -1.50 -0.139
C 0.05 0.97 0.64 -0.190
C -0.10 -0.17 -0.14 0.025
H 0.27 -4.05 -1.56 0.499
H 0.02 -1.26 -3.74 0.492
H -0.02 -1.57 4.11 0.500
H -0.34 4.16 -1.43 0.516
H 0.06 -3.74 1.58 0.520
H 0.14 2.07 -3.63 0.497
H 0.79 1.52 3.75 0.509
H 0.03 3.11 1.55 0.510
```

## Properties
Maximum force in eV Å⁻¹: 5.7
E in hartree: -1063.969132
SMILES string: OC1=C(O)c2c(O)c(O)c(O)c3c(O)c(O)c(O)c1c23